[1]
Formula: C18H18N2O3S
Source: OMol25
Level of theory: wB97M-V/def2-TZVPD

```
42
Properties=species:S:1:pos:R:3:lowdin_charge:R:1
C 5.503 2.212 -0.300 -0.0840
C 4.546 1.278 0.425 -0.3093
N 4.668 -0.078 -0.079 -0.1432
S 3.695 -1.202 0.691 0.6494
O 4.210 -2.495 0.347 -0.2935
O 3.528 -0.875 2.080 -0.2884
C 2.153 -0.926 -0.165 -0.2668
C 1.211 -0.084 0.388 -0.0034
C 0.021 0.145 -0.294 -0.1602
C -0.183 -0.453 -1.535 -0.0214
C 0.779 -1.285 -2.082 -0.0440
C 1.956 -1.529 -1.392 -0.0436
H 2.724 -2.180 -1.778 0.1165
H 0.612 -1.741 -3.046 0.1103
H -1.099 -0.258 -2.075 0.1286
C -0.977 1.128 0.248 -0.3108
O -0.609 2.258 0.527 0.0942
C -2.356 0.712 0.319 -0.1097
C -3.473 1.574 0.262 -0.1959
C -4.612 0.786 0.217 0.0177
C -4.214 -0.549 0.284 -0.1869
C -4.936 -1.752 0.313 -0.0122
C -4.269 -2.937 0.440 -0.0751
C -2.865 -2.928 0.569 -0.0572
C -2.175 -1.755 0.534 -0.0269
N -2.827 -0.581 0.350 0.0451
H -1.105 -1.717 0.660 0.1243
H -2.328 -3.852 0.710 0.1055
H -4.802 -3.874 0.465 0.1032
H -6.011 -1.708 0.243 0.1160
H -5.625 1.129 0.146 0.1132
C -3.419 3.056 0.236 -0.0316
H -3.241 3.436 1.241 0.0930
H -2.591 3.398 -0.382 0.0791
H -4.355 3.466 -0.135 0.0794
H 1.397 0.369 1.349 0.1301
H 5.622 -0.409 -0.097 0.1088
H 3.512 1.583 0.244 0.1122
H 4.724 1.307 1.508 0.1134
H 5.353 3.232 0.043 0.0756
H 5.325 2.171 -1.372 0.0759
H 6.535 1.927 -0.107 0.0727
```

The relative energy (zero: lowest compared OMol25 entry of this formula, charge and spin) comes out at 46.0 kcal per mole. For the molar mass, the calculation gives 342.42 g mol⁻¹. As for the SMILES: CCNS(=O)(=O)c1cccc(C(=O)c2c(C)cc3ccccn23)c1. As for the LUMO energy: 0.027 eV. The total energy is -38915.693 eV. The frontier orbital gap comes out at 0.2920 hartree.

***

[2]
Formula: C18H18N2O5S
Source: OMol25
Level of theory: wB97M-V/def2-TZVPD

```
44
Properties=species:S:1:pos:R:3:lowdin_charge:R:1
C -0.618 6.306 1.390 -0.0877
H -0.023 6.276 2.301 0.0675
H -0.814 7.345 1.138 0.0696
H -1.566 5.810 1.579 0.0788
C 0.116 5.611 0.242 -0.1913
C 0.378 4.174 0.551 -0.1183
C 1.343 3.625 1.334 -0.2371
N 1.243 2.256 1.302 0.0968
N 0.096 1.929 0.597 0.0265
C -0.258 0.611 0.373 -0.1467
C 0.568 -0.433 0.802 0.0233
C 0.173 -1.733 0.599 -0.1874
C -1.018 -2.052 -0.029 -0.2726
C -1.835 -1.017 -0.475 0.0337
C -1.462 0.297 -0.271 0.0320
H -2.089 1.102 -0.618 0.1063
H -2.764 -1.249 -0.972 0.1332
O -1.386 -3.375 -0.125 -0.0066
C -1.023 -4.078 -1.261 -0.2617
C -0.404 -3.495 -2.355 -0.0136
C -0.079 -4.280 -3.447 -0.0700
C -0.373 -5.631 -3.456 -0.0928
C -0.998 -6.205 -2.362 -0.0781
C -1.325 -5.434 -1.264 -0.0112
H -1.812 -5.867 -0.403 0.1179
H -1.229 -7.259 -2.360 0.1050
H -0.112 -6.237 -4.310 0.1004
H 0.412 -3.826 -4.295 0.1068
H -0.165 -2.442 -2.347 0.1217
S 1.207 -3.068 1.162 0.6525
O 2.255 -2.527 1.962 -0.2562
O 1.537 -3.924 0.067 -0.2364
O 0.212 -3.845 2.145 -0.1252
H -0.441 -4.319 1.619 0.0790
H 1.520 -0.282 1.282 0.1085
C -0.459 3.104 0.054 -0.3675
O -1.429 3.137 -0.676 0.0605
H 1.494 1.679 2.092 0.1577
C 2.436 4.263 2.112 -0.0001
H 2.587 5.283 1.774 0.0825
H 2.187 4.284 3.173 0.0910
H 3.361 3.704 1.991 0.0872
H 1.058 6.128 0.042 0.1092
H -0.501 5.652 -0.656 0.1129
```

The relative energy (zero: lowest compared OMol25 entry of this formula, charge and spin) comes out at 36.8 kcal per mole. For the molar mass, the calculation gives 374.42 g mol⁻¹. As for the SMILES: CCc1c(C)[nH]n(-c2ccc(Oc3ccccc3)c(S(=O)(=O)O)c2)c1=O. As for the LUMO energy: 0.430 eV. The total energy is -43010.347 eV. The frontier orbital gap comes out at 0.3274 hartree.

***

[3]
Formula: C18H18N6O4
Source: OMol25
Level of theory: wB97M-V/def2-TZVPD

```
46
Properties=species:S:1:pos:R:3:lowdin_charge:R:1
C 2.694 0.575 1.289 -0.0037
C 2.524 -0.273 0.075 -0.1824
C 1.313 -0.954 -0.106 -0.1080
N 0.219 -0.631 0.758 0.0355
C 0.038 0.667 1.144 -0.4169
N -0.703 0.779 2.271 -0.0152
C -0.587 1.819 3.312 0.0305
C -1.016 -0.541 2.627 -0.0086
C -0.483 -1.379 1.712 0.0129
C 1.093 -1.838 -1.164 -0.1831
C -0.207 -2.556 -1.328 -0.0376
C 2.109 -2.004 -2.116 0.0061
C 3.312 -1.303 -1.997 -0.2551
C 4.351 -1.468 -3.064 -0.0530
C 3.510 -0.439 -0.903 0.0196
H 3.137 1.548 1.012 0.1132
H 1.654 0.728 1.681 0.0654
H 3.287 0.089 2.086 0.1062
H -0.282 2.783 2.900 0.0940
H -1.565 1.958 3.786 0.1036
H 0.150 1.502 4.069 0.1046
H -1.643 -0.750 3.491 0.1367
H -0.566 -2.452 1.600 0.1385
H -0.436 -2.674 -2.400 0.0980
H -0.199 -3.566 -0.882 0.1015
H -1.039 -2.005 -0.876 0.0330
H 1.936 -2.664 -2.979 0.1313
H 5.321 -1.105 -2.721 0.0762
H 4.443 -2.521 -3.347 0.0830
H 4.078 -0.910 -3.969 0.0902
H 4.445 0.122 -0.821 0.1254
O 0.383 1.674 0.356 0.0832
N -0.684 2.711 0.503 -0.2466
C -1.858 2.199 -0.026 -0.1506
C -1.922 0.805 -0.285 0.0261
C -3.244 0.337 -0.514 -0.0925
N -3.727 -0.926 -0.834 -0.1945
O -3.228 -2.048 -0.827 -0.0128
O -5.108 -0.789 -1.175 0.0042
N -5.497 0.565 -1.074 0.1382
C -4.366 1.228 -0.644 -0.2998
N -4.257 2.553 -0.434 0.1335
C -3.040 3.009 -0.098 -0.0033
O -0.279 3.893 0.484 -0.0791
H -1.127 0.181 -0.724 0.1266
H -2.933 4.069 0.151 0.1253
```

The relative energy (zero: lowest compared OMol25 entry of this formula, charge and spin) comes out at 154.5 kcal per mole. For the molar mass, the calculation gives 382.38 g mol⁻¹. As for the LUMO energy: -0.849 eV. The total energy is -36078.051 eV. The frontier orbital gap comes out at 0.2128 hartree.

***

[4]
Formula: C18H18NO7RhS
Source: OMol25
Level of theory: wB97M-V/def2-TZVPD

```
46
Properties=species:S:1:pos:R:3:lowdin_charge:R:1
Rh -2.253 -0.789 -0.952 1.2696
C 0.858 3.283 -5.587 -0.0752
O 0.514 4.081 -4.466 -0.0683
C -0.228 3.511 -3.491 -0.2739
C -0.541 4.365 -2.411 -0.0064
C -1.292 3.868 -1.390 -0.0247
C -1.770 2.533 -1.368 -0.1148
C -2.670 2.135 -0.320 -0.3699
C -2.985 3.064 0.824 -0.0045
O -3.276 1.042 -0.313 -0.0819
C -1.404 1.673 -2.443 -0.3226
O -1.708 0.406 -2.518 -0.1944
C -0.649 2.202 -3.513 0.0520
H 1.424 3.929 -6.252 0.0917
H -0.035 2.920 -6.100 0.0965
H 1.477 2.434 -5.288 0.0966
H -0.187 5.385 -2.426 0.1163
H -1.546 4.526 -0.571 0.1069
H -2.069 3.427 1.291 0.0919
H -3.580 2.520 1.551 0.0878
H -3.548 3.933 0.478 0.0947
H -0.397 1.523 -4.312 0.1129
C 3.500 -3.675 4.794 -0.0435
C 2.608 -2.942 3.833 -0.2575
C 1.225 -2.968 3.971 -0.0206
C 0.401 -2.301 3.075 -0.0373
C 0.981 -1.593 2.037 -0.3123
C 2.365 -1.541 1.878 -0.0415
C 3.166 -2.218 2.776 -0.0254
S 0.006 -0.772 0.848 0.5971
O -1.372 -0.717 1.327 -0.3320
O 0.646 0.443 0.457 -0.2639
N -0.115 -1.713 -0.489 -0.1408
C -0.174 -3.095 -0.359 -0.1651
C -1.745 -3.624 -0.199 -0.5961
O -1.825 -4.738 0.239 0.1137
O -2.625 -2.811 -0.612 -0.1266
H 2.927 -4.148 5.589 0.0768
H 4.220 -2.994 5.251 0.0859
H 4.069 -4.449 4.278 0.0872
H 0.783 -3.521 4.790 0.1175
H -0.675 -2.330 3.181 0.1216
H 2.798 -0.966 1.070 0.1203
H 4.242 -2.181 2.664 0.1206
H 0.369 -3.534 0.477 0.1099
H 0.090 -3.580 -1.300 0.1317
```

For the molar mass, the calculation gives 495.31 g mol⁻¹. As for the spin multiplicity: 5. As for the LUMO energy (spin up / spin down): 0.271 / -2.534 eV. The total energy is -48620.676 eV. The frontier orbital gap (spin up / spin down) comes out at 0.3082 / 0.2017 hartree.